4
Properties=species:S:1:pos:R:3:forces:R:3:nbo_charge:R:1 method="wB97M-V/def2-TZVPD" gap_ev=10.2986 energy_ev=-6935.147 e_above_lowest_kcal_mol=49.6 e_lumo_ha=-0.016 max_force_ev_per_a=5.7 e_homo_ev=-10.74
N 0.1014 -0.0349 -0.5035 -5.5 -0.9 1.2 0.241
F 0.7059 -1.0418 0.1874 0.2 -0.6 0.2 -0.237
F 0.5035 1.0368 0.1393 1.6 2.3 0.8 -0.221
H -1.3108 0.0399 0.1768 3.7 -0.9 -2.3 0.217

---

78
Properties=species:S:1:pos:R:3:forces:R:3:lowdin_charge:R:1 method="wB97M-V/def2-TZVPD" gap_ev=9.4875 energy_ev=-58440.848 total_charge=+1 e_lumo_ha=-0.095 max_force_ev_per_a=0.6 e_homo_ev=-12.06
N -3.9967 -0.5359 -3.2250 -0.2 -0.2 0.5 0.144
C -3.3339 -1.2960 -2.2484 0.1 0.3 -0.2 -0.488
O -3.9040 -1.8873 -1.3598 -0.1 -0.2 -0.1 0.072
C -1.8332 -1.4120 -2.4457 0.1 0.0 -0.2 -0.077
C -1.2312 -2.5136 -1.5893 -0.1 -0.1 0.0 -0.067
N -0.6545 -2.1083 -0.2498 0.1 -0.1 -0.2 -0.008
C -1.2007 -0.8637 0.3616 -0.1 0.3 0.1 -0.013
C -0.6103 -0.7281 1.7894 0.0 0.1 0.0 -0.221
C 0.2921 0.4845 1.9977 0.0 0.0 0.3 -0.141
O -0.3856 1.6472 1.5651 0.2 0.0 -0.3 -0.114
C 0.5249 2.7248 1.3434 -0.1 0.1 -0.1 -0.248
O 1.2193 3.0797 2.4821 -0.1 -0.1 -0.3 -0.101
C 0.4132 3.7151 3.4873 -0.1 0.2 0.2 -0.144
C -0.0307 5.1369 3.1204 0.0 -0.1 -0.1 -0.228
O 0.9890 5.8971 2.5061 0.0 -0.1 0.1 -0.041
O 0.0666 -1.9244 2.1423 -0.2 -0.1 -0.1 -0.049
C 1.1961 -2.2581 1.3310 0.1 0.1 0.1 -0.281
C 1.5865 -3.6856 1.6662 0.0 -0.1 0.0 -0.134
C 1.9050 -3.9172 3.1411 0.0 0.0 0.0 -0.159
C 2.9903 -2.9954 3.6896 0.1 0.0 0.0 -0.246
O 4.0990 -2.9495 2.7876 -0.2 0.3 -0.2 -0.065
C 0.8622 -2.1103 -0.1810 0.1 -0.1 0.0 -0.161
C 1.5458 -0.9196 -0.8484 0.0 0.0 0.0 -0.135
C 1.6058 -0.8702 -2.3891 0.2 0.0 0.0 -0.237
C 1.2964 0.5148 -2.9299 -0.1 0.1 -0.1 -0.561
Cl 2.5799 1.6731 -2.4469 -0.1 0.0 0.1 0.625
H -3.9416 0.4591 -3.0164 0.3 0.0 -0.4 0.108
H -4.9769 -0.8076 -3.2356 0.0 0.2 0.1 0.113
H -1.3583 -0.4338 -2.3264 0.0 -0.1 0.0 0.112
H -1.6785 -1.6709 -3.4979 0.0 0.1 0.1 0.139
H -0.4350 -3.0391 -2.1113 0.0 0.1 0.0 0.128
H -2.0129 -3.2430 -1.3709 0.1 0.1 0.0 0.141
H -0.9308 -2.8574 0.3918 0.1 0.1 0.1 0.189
H -2.2868 -0.9537 0.3962 0.1 -0.1 -0.1 0.143
H -0.9454 -0.0052 -0.2582 0.0 -0.1 0.1 0.124
H -1.4516 -0.6511 2.4810 0.1 0.0 0.0 0.171
H 1.2426 0.3804 1.4606 -0.1 0.1 0.0 0.118
H 0.5413 0.5406 3.0633 -0.1 0.0 -0.1 0.152
H -0.0771 3.5496 0.9413 0.0 -0.1 0.1 0.140
H 1.2602 2.4232 0.5844 0.0 0.0 0.1 0.129
H -0.4759 3.1081 3.6963 0.1 0.0 0.0 0.125
H 1.0383 3.7297 4.3807 0.1 0.0 -0.2 0.132
H -0.9486 5.1234 2.5200 0.1 0.0 0.0 0.104
H -0.2692 5.6378 4.0628 -0.1 0.0 -0.1 0.130
H 1.0316 5.6996 1.5636 0.1 0.1 0.2 0.075
H 2.0371 -1.5971 1.5693 -0.1 0.0 0.0 0.140
H 0.7818 -4.3677 1.3559 0.0 0.1 0.0 0.130
H 2.4673 -3.9323 1.0639 -0.1 0.0 0.1 0.131
H 2.2244 -4.9562 3.2568 0.0 0.1 0.0 0.124
H 1.0028 -3.7777 3.7440 0.1 -0.1 0.0 0.121
H 3.3399 -3.3927 4.6475 -0.1 0.1 0.0 0.121
H 2.5937 -1.9888 3.8686 0.0 -0.1 0.0 0.117
H 4.4270 -2.0441 2.7237 0.0 -0.3 0.2 0.091
H 1.1733 -3.0335 -0.6797 -0.1 0.1 0.0 0.159
H 1.1394 0.0239 -0.4751 0.0 -0.1 0.0 0.084
H 2.5719 -0.9515 -0.4692 -0.1 0.0 0.0 0.137
H 2.6205 -1.1249 -2.7062 -0.1 -0.1 -0.1 0.119
H 0.9509 -1.5963 -2.8768 -0.1 0.1 0.1 0.097
H 0.3749 0.9324 -2.5142 0.0 -0.1 0.0 0.060
H 1.2231 0.5192 -4.0159 0.1 0.0 0.1 0.053
O -2.7477 3.5247 1.7028 0.0 0.0 -0.1 -0.041
H -3.5693 3.0677 1.4940 0.0 0.0 0.0 0.039
H -2.0585 3.0066 1.2743 -0.1 -0.2 0.1 -0.003
O 3.3751 4.7849 0.6253 -0.1 -0.2 -0.2 -0.046
H 4.3125 4.5924 0.7243 0.0 0.1 0.0 0.044
H 2.9237 4.0394 1.0355 0.1 0.1 0.3 0.001
O -5.7195 -4.1756 -0.4699 0.1 -0.1 0.0 -0.056
H -6.5908 -3.7710 -0.5113 0.0 0.0 0.0 0.038
H -5.1040 -3.4951 -0.7597 -0.1 0.1 0.0 -0.022
O 4.4885 3.4368 -5.0719 0.0 0.0 0.0 -0.062
H 3.9976 2.9424 -5.7349 0.0 0.0 0.0 0.030
H 4.2073 3.0713 -4.2274 0.0 0.0 0.0 -0.026
O -5.2451 1.0611 -0.5524 0.3 0.0 -0.1 -0.047
H -5.0597 0.1733 -0.8776 -0.2 -0.1 0.1 -0.008
H -5.8349 1.4598 -1.2005 -0.1 0.0 0.1 0.045
O 0.3853 -0.3972 -6.0950 -0.2 0.0 0.1 -0.056
H 0.2740 -1.1560 -6.6778 0.1 0.0 0.0 0.045
H -0.2789 0.2337 -6.3933 0.1 0.0 -0.1 0.045

---

16
Properties=species:S:1:pos:R:3:forces:R:3:nbo_charge:R:1 method="wB97M-V/def2-TZVPD" gap_ev=7.6276 energy_ev=-8864.968 e_above_lowest_kcal_mol=97.9 e_lumo_ha=0.020 max_force_ev_per_a=0.4 e_homo_ev=-7.08
C -0.1532 1.4864 -0.1569 0.0 0.1 0.0 -0.600
C 0.2770 0.0233 -0.1948 0.0 0.1 -0.1 -0.202
C 0.2379 -0.5515 -1.6073 0.0 -0.1 -0.1 -0.592
C 1.6070 -0.3772 0.5465 0.2 -0.1 -0.3 -0.239
O 0.7057 -1.3226 1.4195 -0.2 0.0 0.1 -0.439
C -0.3222 -0.7431 0.9328 0.0 0.2 0.3 0.644
N -1.3865 -0.5017 1.7263 0.1 0.0 -0.2 -0.790
H -0.1019 1.8837 0.8614 0.0 0.0 -0.2 0.219
H 0.5175 2.0846 -0.7794 -0.1 -0.1 0.1 0.229
H -1.1749 1.6126 -0.5435 0.2 0.0 0.1 0.194
H -0.6997 -0.3358 -2.1334 0.1 0.0 0.1 0.204
H 1.0541 -0.0862 -2.1732 -0.1 -0.1 0.1 0.218
H 0.4050 -1.6325 -1.6053 -0.1 0.1 0.0 0.221
H -1.1635 -0.4565 2.7117 -0.2 -0.2 0.0 0.410
H 2.1591 -1.1070 -0.0695 -0.1 0.1 0.0 0.121
H -2.0923 0.1432 1.4065 0.1 -0.1 -0.1 0.403

---

62
Properties=species:S:1:pos:R:3:forces:R:3:nbo_charge:R:1 method="wB97M-V/def2-TZVPD" gap_ev="5.4963 / 5.4957" energy_ev=-50679.898 total_charge=-1 e_lumo_ha="0.091 / 0.091" max_force_ev_per_a=5.9 e_homo_ev="-3.02 / -3.02"
Pt 0.1890 0.1553 0.1533 0.0 -1.0 -0.8 0.619
O 1.0291 -2.4288 0.6939 -0.4 -0.7 -1.5 -0.570
C 0.7047 -1.7720 -0.2802 0.6 3.9 4.3 0.427
C 0.5411 -2.1529 -1.6259 -0.8 -1.7 -4.0 -0.079
C 0.7493 -3.5167 -1.9831 0.0 1.1 0.9 -0.195
C 0.5942 -3.9375 -3.2704 -0.2 0.0 -1.2 -0.207
C 0.2410 -3.0401 -4.2976 0.2 -0.4 0.7 -0.209
C 0.0263 -1.7122 -3.9838 0.0 -0.1 -0.2 -0.205
C 0.1317 -1.2604 -2.6774 0.7 -0.8 1.0 -0.335
P -0.2562 0.4238 -2.1988 -0.9 0.2 1.1 0.896
C 0.1409 1.4522 -3.6521 0.0 0.0 -0.4 -0.347
C 1.4830 1.5378 -4.0469 -0.3 -0.2 0.3 -0.144
C 1.8545 2.3105 -5.1269 0.1 0.2 -0.3 -0.233
C 0.9024 3.0332 -5.8371 0.0 -0.1 0.1 -0.220
C -0.4294 2.9558 -5.4564 0.1 0.2 -0.2 -0.216
C -0.8089 2.1779 -4.3811 0.1 -0.2 0.2 -0.207
C -2.0813 0.4855 -2.2091 0.2 -0.2 -0.4 -0.339
C -2.8806 -0.6344 -2.4214 0.1 0.1 -0.1 -0.155
C -4.2591 -0.5112 -2.4549 -0.2 0.0 0.1 -0.229
C -4.8521 0.7288 -2.2667 -0.1 0.0 0.1 -0.234
C -4.0627 1.8390 -2.0036 -0.1 0.0 0.0 -0.201
C -2.6891 1.7191 -1.9660 0.1 -0.2 0.1 -0.218
H 1.0343 -4.2072 -1.1991 0.0 0.0 0.0 0.230
H 0.7516 -4.9786 -3.5137 0.0 -0.1 0.0 0.204
H 0.1287 -3.3967 -5.3116 0.0 0.0 -0.1 0.207
H -0.2461 -1.0032 -4.7567 0.0 0.0 0.0 0.221
H 2.2263 0.9816 -3.4916 0.1 0.0 0.0 0.215
H 2.8917 2.3567 -5.4300 0.1 0.0 0.0 0.208
H 1.1925 3.6414 -6.6828 0.0 0.0 0.0 0.205
H -1.1814 3.5062 -6.0091 0.0 0.0 0.0 0.206
H -1.8543 2.1322 -4.1130 0.0 0.0 0.0 0.229
H -2.4159 -1.6026 -2.5541 0.0 0.0 -0.1 0.207
H -4.8775 -1.3858 -2.6229 0.0 0.0 0.0 0.204
H -5.9288 0.8351 -2.2914 0.0 -0.1 0.0 0.202
H -4.5200 2.7996 -1.8168 -0.1 0.1 0.0 0.206
H -2.0706 2.5746 -1.7326 0.0 0.1 0.1 0.227
C 2.0518 4.7592 -1.4385 0.0 0.0 0.1 -0.402
N 2.1529 3.9309 -0.2605 0.1 0.3 -0.1 -0.445
C 0.9238 3.9351 0.5095 0.0 0.0 0.1 -0.423
C 2.5261 2.5682 -0.6060 -0.1 -0.1 0.0 -0.262
C 2.7938 1.7506 0.6319 0.0 -0.2 0.0 0.009
C 3.8403 2.1491 1.4573 0.1 0.0 -0.1 -0.241
C 4.1501 1.4484 2.6065 0.2 0.2 0.0 -0.255
C 3.4171 0.3201 2.9334 0.0 -0.1 0.1 -0.236
C 2.3621 -0.0770 2.1273 0.4 0.0 0.3 -0.242
C 2.0234 0.6383 0.9786 -0.3 -0.3 0.0 -0.349
H 1.8408 5.7847 -1.1365 0.0 0.1 -0.1 0.187
H 1.2659 4.4298 -2.1347 -0.1 -0.1 -0.1 0.158
H 3.0034 4.7460 -1.9694 0.1 0.0 -0.1 0.187
H 0.5951 4.9619 0.6756 0.0 0.0 0.0 0.182
H 1.1083 3.4648 1.4749 -0.2 0.0 0.0 0.220
H 0.1144 3.3793 0.0128 -0.1 0.0 0.0 0.184
H 3.4320 2.6129 -1.2198 0.0 0.0 0.0 0.182
H 1.7334 2.0800 -1.2029 0.2 0.1 0.1 0.179
H 4.4089 3.0265 1.1818 0.1 0.1 0.0 0.196
H 4.9681 1.7775 3.2340 0.1 0.0 0.1 0.190
H 3.6779 -0.2488 3.8167 0.0 -0.1 0.1 0.191
H 1.8011 -0.9662 2.3920 0.0 0.1 -0.1 0.227
O -1.5640 -0.3848 1.7307 0.1 -0.6 -0.3 -0.733
C -1.9195 0.8020 1.7867 -1.2 -0.2 1.0 0.639
O -1.4634 1.7413 1.1214 0.9 0.8 -0.7 -0.762
H -2.7417 1.0447 2.5137 0.3 0.0 -0.2 0.050